(1)
Below is C46H53IrN5O4SSe as an isolated structure in a non-equilibrium geometry, with properties calculated with ωB97M-V/def2-TZVPD.

<S²>: 6.0358
HOMO-LUMO gap (spin up / spin down), Ha: 0.237 / 0.230

Geometry as ORCA input:
```
! RIJCOSX wB97M-V def2-TZVPD def2/J DEFGRID3
* xyz -1 5
Ir -0.3158 0.3685 -0.3242
Se -2.0427 -3.3283 -0.5427
S -0.3021 3.0451 1.6569
O -2.2095 3.1732 -1.5547
O 3.8225 -0.1012 -1.7523
O -0.2785 -0.1941 3.9262
O -1.3225 -1.1999 -2.1340
N -0.9882 -0.5477 1.7576
N 1.4667 -0.1496 0.8730
N -3.1547 2.1260 -3.3501
N -1.7158 0.9738 -1.8993
N 1.5322 0.1542 -1.7261
C 2.5773 2.9990 -3.1005
C 1.3412 -1.1899 -3.7604
C -4.2925 -3.4740 -2.7026
C -4.6392 -1.0492 2.2533
C -3.3868 -4.6730 -2.6803
C -1.0201 -3.1766 3.1658
C 0.7291 -3.6047 -3.3272
C -3.5873 -5.7043 -3.5871
C -1.8615 -0.1808 -2.6021
C 1.3221 -0.1924 2.1913
C 3.1366 -2.8831 -3.3634
C -1.5188 -5.9153 -1.7345
C -1.2061 -4.6187 2.6761
C -3.7381 1.9710 1.8699
C 0.7120 1.1265 -5.1849
C -1.7701 -6.9283 -2.6496
C -4.6634 -2.1909 3.0302
C -2.6169 -0.1349 -3.8292
C 2.6739 -0.0973 0.3224
C 3.8205 -0.1444 1.0976
C 1.1036 2.5730 -3.1466
C -0.0833 -0.3042 2.7156
C 1.3195 0.0591 -3.1095
C -3.2401 1.0167 -4.1346
C -0.4115 -6.0944 -0.7366
C -2.3335 -4.7666 -1.7484
C 1.0477 -1.2414 -5.1174
C -3.9052 3.3249 -3.6746
C 1.7016 -2.4624 -3.0240
C -3.5081 0.7565 0.9688
C -3.4729 -2.8354 3.3057
C -0.0835 2.1844 0.3797
C -3.4473 -0.5104 1.7887
C 2.4187 -0.2269 3.0354
C -2.7887 -6.8399 -3.5888
C 1.0061 1.2272 -3.8328
C -4.5507 0.6918 -0.1470
C -2.3213 2.1458 -2.2032
C -3.0153 -7.9581 -4.5699
C -0.6886 -3.1932 4.6641
C 3.6881 -0.2176 2.4761
C 0.2587 3.6646 -3.8056
C -2.2200 -1.1166 2.1359
C 2.7284 -0.0212 -1.1806
C 0.7294 -0.0991 -5.8309
C -2.2534 -2.3384 2.8664
H 0.7999 -3.9306 -4.3675
H 3.2207 -3.0948 -4.4329
H -3.8208 3.5500 -4.7381
H 0.3463 -6.7807 -1.1171
H -3.6162 2.8921 1.2950
H -2.5366 0.8891 0.4912
H 1.6372 -2.2601 -1.9531
H -1.4953 -3.6784 5.2201
H -2.6581 -0.9980 -4.4740
H 0.1609 4.5073 -3.1201
H -3.4841 4.1424 -3.0980
H 4.7792 -0.1304 0.5992
H -0.2407 -5.1265 2.6216
H -0.5724 -2.1791 5.0348
H 3.1715 2.3040 -2.5072
H -0.8045 -6.5028 0.1962
H -3.8454 1.1203 -5.0264
H 0.7136 4.0285 -4.7305
H -0.2951 -3.2923 -3.1259
H 2.2443 -0.2720 4.1011
H 1.0692 -2.1967 -5.6292
H -4.4174 -0.2075 -0.7531
H -2.0809 -8.2374 -5.0591
H 0.2374 -3.7462 4.8448
H 3.4129 -3.7857 -2.8117
H -3.4957 -3.7528 3.8832
H 2.6727 4.0001 -2.6708
H 3.8375 -2.0899 -3.1064
H -3.7087 -2.5593 -2.7713
H -5.6027 -2.5806 3.4040
H -1.6581 -4.6197 1.6854
H 0.0591 -5.1394 -0.5039
H -4.9581 3.2074 -3.4077
H -1.1427 -7.8145 -2.6334
H 0.7485 2.4533 -2.1209
H -3.7332 -7.6705 -5.3375
H -1.8528 -5.1872 3.3482
H 0.9542 -4.4652 -2.6926
H -3.3996 -8.8444 -4.0598
H 0.5174 -0.1634 -6.8919
H -4.7416 1.9500 2.3032
H 2.9928 3.0149 -4.1113
H 4.5622 -0.2813 3.1117
H -0.7452 3.3004 -4.0328
H -3.0144 1.9724 2.6857
H -5.5721 -0.5502 2.0178
H -4.3962 -5.6183 -4.3057
H -5.5681 0.6947 0.2491
H -4.4485 1.5682 -0.7912
H -0.1779 -2.7498 2.6186
H -4.9858 -3.5234 -3.5434
H -4.8626 -3.4186 -1.7726
H 0.4784 2.0181 -5.7551
*
```

(2)
Below is C46H54AsN5OPtSSbSi as an isolated structure in a non-equilibrium geometry, with properties calculated with ωB97M-V/def2-TZVPD.

HOMO-LUMO gap (spin up / spin down), Ha: 0.152 / 0.152
Energy relative to the best compared isomer or geometry (same formula, charge and spin), kJ/mol: 236.0

Geometry as ORCA input:
```
! RIJCOSX wB97M-V def2-TZVPD def2/J DEFGRID3
* xyz 1 1
Pt -0.7858 0.2622 0.4534
Sb -2.5643 2.6966 1.6787
As 3.4591 1.5970 -2.1509
S 2.7405 -0.8176 3.2810
Si -0.5787 -2.8717 1.6248
O -0.8039 -1.7469 0.4206
N -3.1175 -0.1377 1.3233
N 2.6326 0.3943 -1.0952
N -2.1545 1.1054 -0.9646
N -0.2542 3.1070 -0.1222
N 0.5691 0.1695 1.8653
C -3.7999 0.4299 3.5189
C 0.7979 3.8151 -0.5536
C 1.1448 -3.6209 1.6124
C 2.8828 0.0471 -4.7893
C 4.8695 4.0863 -3.2757
C 4.3505 0.1617 -4.4493
C -4.6327 -1.5483 2.4478
C 2.8666 -0.9096 -1.3067
C 7.5874 -0.7953 -6.1929
C 1.5305 4.1832 1.6977
C -4.1594 2.2670 -2.4392
C 5.1411 3.8825 0.9910
C 4.8279 0.7320 -3.2580
C 6.4663 6.0169 1.0419
C -1.0214 -2.2677 3.3415
C 6.2024 0.7541 -2.9981
C 5.2560 -0.3262 -5.3806
C 7.0743 0.2663 -3.9658
C 4.2982 -2.8238 -1.6823
C 1.4882 -0.3036 2.4253
C -3.9147 2.6836 -1.1334
C 0.4300 3.4749 2.1429
C 1.7017 4.3815 0.3360
C -1.4897 -0.3939 -2.7370
C -4.0194 -1.9418 0.0054
C 6.8127 1.2237 -1.7005
C 0.8852 4.0727 -2.0292
C 3.8832 1.7494 1.1717
C 1.8951 -3.0984 -1.6743
C -1.7349 -4.3053 1.2378
C -3.3823 1.2668 -2.9801
C -2.9091 2.0798 -0.4076
C 1.7375 -1.7628 -1.3763
C -3.8946 -1.2157 1.3116
C 6.6278 -0.2666 -5.1674
C 4.9180 3.9763 -1.7729
C 5.5897 4.9772 -1.0785
C 4.3712 2.9087 -1.0548
C 3.1695 -3.6344 -1.8306
C 4.1592 -1.4799 -1.4441
C 4.4641 2.8595 0.3445
C -4.5466 -0.7444 3.5734
C -2.3711 0.6924 -2.2108
C -0.4523 2.9675 1.1922
C 5.7170 4.9476 0.3026
C -3.1046 0.6991 2.3485
H 1.3685 -3.9967 2.6138
H 4.8781 -0.7648 -6.2978
H -1.6155 -4.6668 0.2136
H 0.7550 -1.3575 -1.1887
H -5.0962 -1.0018 4.4693
H 1.0233 -3.7341 -1.7515
H 0.3694 3.2898 -2.5823
H 2.2317 4.6072 2.4052
H 1.9210 4.1306 -2.3662
H 7.7286 0.6664 -1.5089
H 4.6873 5.1188 -3.5714
H 7.4547 -1.8695 -6.3302
H -0.3331 -1.5205 3.7371
H 7.3924 5.6177 1.4588
H -1.8560 -0.7645 -3.6927
H -3.5472 0.9100 -3.9871
H -1.4608 -5.1259 1.9080
H -0.9958 -3.1274 4.0173
H 8.6203 -0.6177 -5.8988
H -5.2851 -2.4116 2.4297
H 5.2278 3.8433 2.0712
H 4.1976 1.8410 2.2073
H 7.0722 2.2844 -1.7304
H 2.2354 0.0860 -3.9128
H 2.6947 -0.9014 -5.2913
H -2.0268 -1.8434 3.3761
H 8.1389 0.2908 -3.7620
H -4.5089 3.4686 -0.6851
H 3.2904 -4.6897 -2.0353
H -4.9537 2.7197 -3.0181
H 4.1993 0.7658 0.8135
H -3.7798 1.1213 4.3512
H 1.1899 -4.4614 0.9168
H 5.0330 -0.8552 -1.3306
H 2.5175 4.9887 -0.0369
H -3.1182 -2.5119 -0.2139
H -0.4734 -0.0151 -2.8719
H 1.9373 -2.9205 1.3397
H 7.4227 -0.3209 -7.1610
H -1.4431 -1.2234 -2.0271
H 6.7236 6.8471 0.3865
H 2.5743 0.8473 -5.4661
H -4.8763 -2.6144 0.0164
H 6.0256 5.7970 -1.6383
H 5.8222 3.7795 -3.7135
H 5.2878 -3.2519 -1.7655
H -2.7905 -4.0884 1.4002
H 0.4052 5.0269 -2.2570
H 2.7926 1.7539 1.1429
H 4.0953 3.4693 -3.7379
H 6.1496 1.0844 -0.8466
H 5.8782 6.4060 1.8735
H 0.2521 3.3298 3.2004
H -4.1558 -1.2125 -0.7940
*
```